one.
Formula: C3H6Cl6
Source: the OMol25 dataset
Level of theory: ωB97M-V/def2-TZVPD

CARTESIAN COORDINATES (ANGSTROEM)
C  -3.1306  1.4387  -2.5928
Cl  -3.2147  1.6761  -0.8579
Cl  -1.5220  0.9163  -3.1415
H  -3.8504  0.6757  -2.8654
H  -3.3754  2.3685  -3.0924
C  1.1223  -1.6394  3.5184
Cl  1.5475  -3.3063  3.0450
Cl  1.2777  -1.4581  5.2801
H  1.7784  -0.9499  3.0036
H  0.1067  -1.4674  3.1816
C  1.7110  0.4276  -1.1428
Cl  1.8558  -0.7197  0.2197
Cl  3.1751  0.4925  -2.1119
H  0.8796  0.1460  -1.7710
H  1.6388  1.3994  -0.6727

Structure (SMILES): ClCCl.ClCCl.ClCCl
HOMO level in eV: -10.9
2S+1: 1
LUMO level in hartree: 0.0218

two.
Formula: C3H6Cl6
Source: the OMol25 dataset
Level of theory: ωB97M-V/def2-TZVPD

CARTESIAN COORDINATES (ANGSTROEM)
C  1.1404  1.6279  -3.5982
Cl  1.9853  2.9319  -4.3807
Cl  -0.4078  1.3044  -4.4645
H  1.7593  0.7309  -3.6192
H  0.9641  1.7734  -2.5325
C  -0.4418  -3.4771  2.6157
Cl  -0.7303  -1.7478  2.2250
Cl  0.8731  -4.1093  1.6347
H  -0.1216  -3.5145  3.6569
H  -1.2786  -4.1491  2.4250
C  -0.8973  1.6754  1.1777
Cl  -0.1146  2.5671  -0.1788
Cl  0.3401  1.4503  2.5185
H  -1.7517  2.2466  1.5407
H  -1.3186  0.6898  0.9797

Structure (SMILES): ClCCl.ClCCl.ClCCl
HOMO level in eV: -10.8
2S+1: 1
LUMO level in hartree: 0.0220

Name the least stable of them. two.

one.
Formula: C5H14NO2
Source: the OMol25 dataset
Level of theory: ωB97M-V/def2-TZVPD

CARTESIAN COORDINATES (ANGSTROEM)
C  -0.1731  0.7500  0.5007
C  -0.8581  1.5694  -0.6157
C  -0.1842  2.8399  -1.1115
C  -2.3289  1.8137  -0.1028
N  -0.8483  -0.5452  0.7184
C  -0.1301  -1.7002  -0.0133
O  0.8595  -2.1463  0.7646
H  0.8814  0.5848  0.2126
H  -0.2521  1.3886  1.3846
H  -1.0700  0.8795  -1.4423
H  0.8484  2.7201  -1.3580
H  -0.2372  3.6728  -0.3861
H  -0.8134  3.2482  -1.8987
H  -3.0164  2.1385  -0.9210
H  -2.6465  0.7941  0.0525
H  -2.3910  2.4188  0.8161
H  -0.7447  -0.7233  1.7086
H  -0.8388  -2.4957  -0.2526
H  0.3318  -1.0776  -0.8667
H  2.2747  -2.2098  0.4235
H  2.9391  -3.0413  -0.5284
O  3.2610  -2.3309  0.0471

HOMO level in eV: -3.5
2S+1: 1
LUMO level in hartree: 0.1329
Charge: -1

two.
Formula: C5H14NO2
Source: the OMol25 dataset
Level of theory: ωB97M-V/def2-TZVPD

CARTESIAN COORDINATES (ANGSTROEM)
C  0.0425  -1.3319  1.3414
O  1.3335  -0.9594  1.1715
C  -1.0142  -0.2547  0.9197
C  -1.5652  -0.2272  -0.5023
C  -0.5343  -0.4546  -1.6170
C  0.7543  0.3134  -1.5738
N  0.5226  1.7616  -1.5204
H  -0.2407  -2.3015  0.8398
H  -0.2511  -1.6224  2.3861
H  -1.8437  -0.1731  1.6333
H  -0.4101  0.6362  1.0888
H  -2.3136  -1.0001  -0.6667
H  -2.1469  0.6937  -0.6346
H  -1.0799  -0.1879  -2.5342
H  -0.3974  -1.5143  -1.8417
H  1.3507  -0.0113  -0.7171
H  1.3287  0.0916  -2.4768
H  1.1743  2.2270  -0.9041
H  -0.4027  1.9351  -1.1583
H  2.0810  0.5490  2.9610
H  1.6127  0.6285  1.5410
O  1.9995  1.2023  2.2646

HOMO level in eV: -3.1
2S+1: 1
LUMO level in hartree: 0.1484
Charge: -1

three.
Formula: C5H14NO2
Source: the OMol25 dataset
Level of theory: ωB97M-V/def2-TZVPD

CARTESIAN COORDINATES (ANGSTROEM)
C  0.5507  -0.9380  -2.1978
C  -0.3863  -1.2885  -0.9944
N  -0.0062  -0.5164  0.1994
C  0.9868  -1.2257  1.0240
C  -0.9832  0.2405  0.9798
C  -0.2233  1.3456  1.8681
O  0.5989  0.9944  2.8527
H  0.6270  0.1503  -2.1865
H  0.0211  -1.2586  -3.1156
H  1.4918  -1.4557  -2.2580
H  -1.3842  -0.9548  -1.3395
H  -0.4918  -2.3563  -0.8187
H  1.7879  -1.5342  0.3382
H  0.5363  -2.0586  1.5821
H  1.3438  -0.4813  1.7447
H  -1.4890  0.9542  0.3182
H  -1.6688  -0.3180  1.6146
H  -1.0406  1.9202  2.4537
H  0.3696  1.9964  1.1485
H  -0.3973  1.6176  -1.4221
H  0.0820  2.5932  -0.4405
O  -0.3252  2.5738  -1.3511

HOMO level in eV: -2.5
2S+1: 1
LUMO level in hartree: 0.1371
Charge: -1

Name the least stable of them. three.

one.
Formula: C39H38N2O2Sb2W
Source: the OMol25 dataset
Level of theory: ωB97M-V/def2-TZVPD

CARTESIAN COORDINATES (ANGSTROEM)
W  -1.4973  -0.2441  -0.3452
C  -2.9374  -3.8496  -1.6458
C  -2.7157  -2.8816  -0.5414
O  -2.6331  -1.5933  -0.9534
C  -2.6211  -3.2084  0.7622
C  -2.5258  -2.2324  1.8091
C  -2.9929  -2.5877  3.1813
N  -2.1004  -1.0364  1.5159
N  -2.2373  -0.0723  2.5119
C  -2.2647  1.1076  1.9936
O  -2.1733  1.2836  0.6605
C  -2.3457  2.3114  2.8274
C  -2.6195  2.1964  4.1908
C  -2.6670  3.3308  4.9806
C  -2.4396  4.5813  4.4193
C  -2.1645  4.6994  3.0639
C  -2.1203  3.5673  2.2665
H  -3.8538  -3.6063  -2.1857
H  -3.0058  -4.8637  -1.2613
H  -2.1125  -3.7897  -2.3586
H  -2.7822  -4.2400  1.0401
H  -4.0567  -2.3579  3.2794
H  -2.4675  -2.0160  3.9410
H  -2.8681  -3.6566  3.3452
H  -2.8020  1.2203  4.6186
H  -2.8867  3.2435  6.0358
H  -2.4820  5.4659  5.0405
H  -1.9930  5.6753  2.6301
H  -1.9102  3.6509  1.2099
C  1.6344  -1.0705  2.7930
C  0.8885  -2.3838  2.5890
C  1.1389  -3.0453  1.2198
Sb  0.7850  -1.6785  -0.3690
C  2.3237  -2.0764  -1.7407
C  3.2230  -1.1120  -2.1886
C  4.2103  -1.4348  -3.1088
C  4.3107  -2.7358  -3.5867
C  3.4193  -3.7100  -3.1440
C  2.4338  -3.3785  -2.2284
C  -1.6952  0.6525  -2.5759
C  -1.2477  -0.4679  -3.2967
C  -2.1418  -1.2902  -3.9712
C  -3.4950  -1.0006  -3.9360
C  -3.9683  0.1284  -3.2470
C  -3.0828  0.9567  -2.6094
Sb  1.0081  0.4494  1.3791
C  2.8778  1.3411  0.9567
C  4.0022  0.5772  0.6481
C  5.2333  1.1927  0.4801
C  5.3502  2.5678  0.6392
C  4.2392  3.3271  0.9769
C  3.0023  2.7165  1.1361
C  -0.6762  1.5753  -2.0068
C  -0.9917  2.7996  -1.3800
C  -0.0221  3.7465  -1.1200
C  1.2890  3.5067  -1.4908
C  1.6553  2.2968  -2.0643
C  0.6934  1.3482  -2.3294
H  2.7083  -1.1810  2.6386
H  1.4704  -0.6663  3.7902
H  -0.1777  -2.2227  2.7519
H  1.2052  -3.0875  3.3637
H  0.4990  -3.9114  1.0567
H  2.1838  -3.3241  1.0801
H  3.1669  -0.1011  -1.8028
H  4.9061  -0.6792  -3.4489
H  5.0817  -2.9916  -4.3004
H  3.4983  -4.7237  -3.5126
H  1.7476  -4.1528  -1.8960
H  -0.1939  -0.6837  -3.3721
H  -1.7765  -2.1380  -4.5337
H  -4.1950  -1.6282  -4.4737
H  -5.0228  0.3662  -3.2493
H  -3.4645  1.8402  -2.1175
H  3.9277  -0.4976  0.5290
H  6.1035  0.5978  0.2356
H  6.3137  3.0446  0.5178
H  4.3389  4.3937  1.1314
H  2.1443  3.3138  1.4213
H  -2.0121  3.0199  -1.1032
H  -0.2951  4.6881  -0.6636
H  2.0415  4.2678  -1.3296
H  2.6878  2.1179  -2.3337
H  0.9910  0.4427  -2.8356

HOMO level (alpha / beta) in eV: -13.2 / -13.2
2S+1: 1
LUMO level (alpha / beta) in hartree: -0.2520 / -0.2503
Charge: +2

two.
Formula: C39H38N2O2Sb2W
Source: the OMol25 dataset
Level of theory: ωB97M-V/def2-TZVPD

CARTESIAN COORDINATES (ANGSTROEM)
W  -1.4647  -0.4611  0.2798
C  -3.9445  -3.5976  1.6944
C  -2.9582  -2.4814  1.7757
O  -2.9785  -1.6299  0.7923
C  -2.1298  -2.3445  2.8840
C  -1.5026  -1.1426  3.2374
C  -1.1208  -0.8656  4.6511
N  -1.3455  -0.1905  2.3091
N  -1.2620  1.1015  2.7861
C  -1.5742  1.9202  1.8480
O  -1.8392  1.4429  0.6068
C  -1.6628  3.3677  2.0623
C  -0.9529  3.9586  3.1067
C  -1.0544  5.3228  3.3190
C  -1.8698  6.0953  2.5017
C  -2.5882  5.5055  1.4700
C  -2.4837  4.1430  1.2450
H  -4.2347  -3.7753  0.6622
H  -4.8397  -3.3349  2.2629
H  -3.5299  -4.5052  2.1301
H  -2.1977  -3.1134  3.6404
H  -1.0196  -1.7994  5.1991
H  -1.8988  -0.2673  5.1296
H  -0.1968  -0.2910  4.6936
H  -0.3418  3.3433  3.7541
H  -0.5034  5.7850  4.1267
H  -1.9506  7.1601  2.6738
H  -3.2355  6.1073  0.8469
H  -3.0511  3.6764  0.4494
C  1.1740  2.7168  -0.4365
C  -0.0419  3.2997  -1.1608
C  -0.5209  2.5516  -2.4018
Sb  -1.5222  0.6697  -2.1217
C  -1.1538  -0.2608  -3.9628
C  0.0218  -0.0801  -4.6909
C  0.1537  -0.6691  -5.9387
C  -0.8876  -1.4204  -6.4696
C  -2.0659  -1.5887  -5.7556
C  -2.2012  -1.0105  -4.5023
C  -0.8602  -2.1220  -0.8237
C  -0.1730  -2.4686  0.3296
C  0.4363  -3.7151  0.4872
C  0.3262  -4.6173  -0.5529
C  -0.3841  -4.2884  -1.7097
C  -0.9790  -3.0480  -1.8563
Sb  1.1236  0.6191  -0.0290
C  2.1096  0.3415  1.8098
C  2.0357  1.2936  2.8223
C  2.6380  1.0441  4.0475
C  3.3015  -0.1563  4.2643
C  3.3764  -1.1067  3.2550
C  2.7834  -0.8599  2.0241
C  2.4983  -0.2328  -1.3687
C  3.8327  0.1586  -1.2543
C  4.7781  -0.3612  -2.1238
C  4.3968  -1.2731  -3.1012
C  3.0715  -1.6654  -3.2120
C  2.1185  -1.1461  -2.3446
H  1.3134  3.2193  0.5215
H  2.0895  2.8551  -1.0150
H  0.2309  4.3088  -1.4826
H  -0.8619  3.4282  -0.4598
H  0.3061  2.3029  -3.0723
H  -1.2200  3.1587  -2.9777
H  0.8471  0.4978  -4.2941
H  1.0677  -0.5340  -6.5016
H  -0.7830  -1.8681  -7.4488
H  -2.8810  -2.1617  -6.1768
H  -3.1295  -1.1375  -3.9548
H  -0.0314  -1.7610  1.1830
H  0.9820  -3.9545  1.3894
H  0.7857  -5.5927  -0.4662
H  -0.4802  -5.0209  -2.5005
H  -1.5263  -2.8104  -2.7571
H  1.5203  2.2336  2.6644
H  2.5973  1.7899  4.8306
H  3.7744  -0.3456  5.2187
H  3.9119  -2.0323  3.4202
H  2.8739  -1.5922  1.2282
H  4.1424  0.8573  -0.4844
H  5.8128  -0.0581  -2.0374
H  5.1388  -1.6795  -3.7753
H  2.7762  -2.3774  -3.9720
H  1.0877  -1.4598  -2.4410

HOMO level (alpha / beta) in eV: -13.6 / -13.6
2S+1: 1
LUMO level (alpha / beta) in hartree: -0.2636 / -0.2618
Charge: +2

Name the least stable of them. two.